# C37H29ClOP2PdS3

A molecular structure, C37H29ClOP2PdS3 (ωB97M-V with the def2-TZVPD basis set, the OMol25 dataset).

Last column: Mulliken charge in e.
Geometry (Å):
1 P -1.4235 -2.0797 0.1211  1.511
2 H 5.1012 1.4878 -0.9958  0.450
3 H -0.3927 -4.7754 1.3128  0.378
4 C 2.8207 -0.1919 2.5390  0.420
5 C 5.7109 1.1506 -0.1654  -0.288
6 H 1.5243 5.9140 1.1677  0.386
7 C -1.7969 -2.5106 1.9170  -0.209
8 C 3.5673 3.2319 1.4471  -0.291
9 H 8.9505 0.8256 0.7633  0.359
10 C -4.9185 -4.4939 -1.7820  -0.421
11 H 3.0278 1.6303 3.6588  0.378
12 C -2.4665 -3.6802 2.2927  -0.244
13 C 2.8024 0.5714 3.7039  -0.329
14 C 1.3969 2.5671 0.6303  0.958
15 H 7.8604 -0.0995 2.7816  0.385
16 S -2.3605 2.2686 0.0194  -0.456
17 C -1.7968 -1.8986 4.2778  -0.709
18 C 7.2593 0.2563 1.9535  -0.728
19 C 1.4619 -5.1373 0.3176  -0.753
20 H 5.3989 -0.2154 2.9149  0.347
21 H 7.5639 1.6184 -1.1303  0.381
22 H 4.5821 2.9848 1.7340  0.336
23 C 7.8698 0.7731 0.8221  -0.367
24 C -3.6530 -5.0591 -1.7847  -0.711
25 H 2.4376 0.5867 5.8155  0.365
26 C 7.0917 1.2192 -0.2410  -0.671
27 P 3.2625 0.5168 0.9300  1.513
28 C 0.0404 -3.2210 -0.1121  0.630
29 H 0.6368 1.8788 0.2767  -0.082
30 C 2.4657 -0.0138 4.9143  -0.750
31 H 3.2922 -5.2402 -0.8051  0.312
32 Cl -0.7120 -0.0976 2.6478  0.028
33 C 5.8716 0.1904 2.0288  -0.021
34 C 2.6987 2.2290 0.9973  -0.106
35 C 2.4799 -1.5389 2.5893  -0.445
36 O 2.8461 -0.3187 -0.2164  -0.603
37 Pd -1.3093 -0.0463 -0.4184  -0.923
38 C 2.3810 -4.6820 -0.6205  -0.483
39 C 0.9812 -2.7694 -1.0373  -0.671
40 C 5.0874 0.6426 0.9755  -0.320
41 S -1.5236 4.4446 -1.8854  -0.471
42 C -2.7882 -3.9714 3.6093  -0.867
43 H -5.7540 -5.0199 -2.2297  0.335
44 H 1.8451 -1.8145 5.9037  0.357
45 C 2.1345 -1.3616 4.9627  -0.435
46 C 3.1461 4.5488 1.5233  -0.767
47 H -6.0819 -2.7723 -1.2298  0.373
48 H -0.0203 4.1400 0.3677  0.218
49 C -5.1019 -3.2351 -1.2180  -0.593
50 H 2.4533 -2.1107 1.6686  0.216
51 S -0.4513 1.6416 -2.0904  -0.525
52 C 2.1369 -3.4952 -1.2966  -0.460
53 H -2.6912 -3.2808 5.6467  0.343
54 C -2.5807 -4.3822 -1.2107  0.120
55 H -2.7571 -4.3807 1.5184  0.405
56 C 0.3051 -4.4101 0.5688  0.013
57 C -4.0294 -2.5558 -0.6649  -0.525
58 H -3.4930 -6.0323 -2.2360  0.374
59 C 1.8538 4.8821 1.1337  -0.712
60 C 0.9860 3.8981 0.6919  -0.685
61 H 1.6520 -6.0557 0.8630  0.385
62 C 2.1372 -2.1211 3.8026  -0.304
63 C -1.4530 2.8402 -1.3435  0.121
64 H -1.5988 -4.8394 -1.2203  0.331
65 H 2.8621 -3.1066 -2.0010  0.386
66 H -3.3090 -4.8913 3.8493  0.379
67 H -1.5302 -1.1734 5.0355  0.458
68 C -2.4454 -3.0748 4.6114  -0.488
69 H 1.8428 -3.1621 3.8329  0.381
70 H 0.8062 -1.8073 -1.5100  0.157
71 C -2.7537 -3.1268 -0.6345  -0.234
72 H -4.1522 -1.5528 -0.2687  0.332
73 C -1.4834 -1.6205 2.9513  0.454
74 H 3.8308 5.3136 1.8721  0.372

Summary:
**ΔE to the lowest compared entry with this formula, charge and spin**: 0.000 eV
**Kohn-Sham gap**: 3.89 eV
**Net charge**: -2
**LUMO energy**: 0.1464 Ha

***

# C20H41N6O3PSTi

A molecular structure, C20H41N6O3PSTi (ωB97M-V with the def2-TZVPD basis set, the OMol25 dataset).

Last column: Mulliken charge in e.
Geometry (Å):
1 H -0.9648 3.6868 -1.1306  0.474
2 H -2.7109 -0.3658 3.0111  0.551
3 N 0.4341 2.1574 -1.5753  0.562
4 H 0.7647 3.1829 -3.3992  0.441
5 H 1.6313 4.0282 2.9499  0.379
6 H -1.2946 -1.3033 2.5305  0.285
7 C 1.6629 -0.5368 4.3269  -0.200
8 H 0.8246 -1.3724 -4.6670  0.449
9 H -2.0370 0.6417 -3.8288  0.458
10 H 1.9437 -1.5797 4.4501  0.406
11 C -0.0715 -2.8130 -0.6246  0.510
12 H 2.3177 -5.1257 -0.0364  0.499
13 H 0.7239 4.2125 -1.1525  0.430
14 N -3.2152 -1.1235 -1.1669  -1.119
15 H 2.1013 2.0745 -0.2802  -0.399
16 H 0.1192 3.2412 0.2115  0.132
17 P 1.4788 0.7000 1.9692  -0.247
18 H 3.6690 -3.0153 0.1140  0.564
19 N 0.6569 -1.6749 -0.5293  1.271
20 H -5.6228 -0.2961 -1.3208  0.224
21 C 0.4972 -4.0566 -0.4492  -0.993
22 H 3.7675 2.0183 3.8554  0.304
23 H 0.3359 1.1979 -4.8521  0.449
24 H -1.2504 -0.4045 -5.0219  0.463
25 H -2.5075 -0.8098 1.3225  -0.056
26 H 1.6426 0.9077 -3.7278  0.483
27 C 2.2232 3.1236 2.8350  -0.193
28 H 3.8637 3.7709 4.0325  0.445
29 N -1.8825 -1.3974 -0.9924  2.337
30 H -0.8704 2.5706 -3.1695  0.406
31 N -0.1349 -0.1181 -3.2413  0.525
32 H -1.9556 -4.7131 -1.2628  0.527
33 C 1.8595 -4.1559 -0.1777  -0.868
34 C 0.1839 2.3308 -3.0343  -0.956
35 C 1.8726 1.8881 -1.3246  -0.229
36 H 2.4954 2.5341 -1.9481  0.493
37 H -0.1000 -4.9543 -0.5122  0.460
38 Ti -0.3618 0.2124 -0.9410  -0.315
39 H 0.1387 -2.2170 -3.2773  0.340
40 H -3.8818 -1.8840 -1.1159  0.278
41 C 2.6082 -2.9958 -0.0916  -1.221
42 H -1.8596 1.5628 1.5836  0.640
43 C -1.9710 -0.5074 2.2216  -1.121
44 H 1.0657 -0.2204 6.3537  0.440
45 O -0.0585 0.6415 1.1095  0.084
46 H -5.2268 1.3795 -1.2925  0.281
47 H 2.7406 3.1637 1.8750  0.270
48 C -2.4641 -3.7741 -1.0682  -2.105
49 C -1.4343 -0.2533 -3.9556  -1.475
50 S -2.4808 1.4325 -1.1153  -0.459
51 C 0.6677 -1.3177 -3.5868  -1.266
52 C -1.2357 0.7913 2.0300  -0.285
53 H 1.6415 -1.2813 -3.1002  0.400
54 C 0.0519 3.4011 -0.8628  -1.056
55 H 2.6359 2.8798 4.9291  0.316
56 C 0.6543 -0.0903 5.3527  -1.080
57 C 0.5676 1.0785 -3.7919  -0.906
58 C 1.9643 -1.7813 -0.2728  -0.307
59 C -1.5160 -2.6307 -0.9074  0.865
60 H 2.1361 0.8494 -1.5633  0.229
61 H -0.8493 1.1751 2.9678  0.419
62 C -3.6238 0.1604 -1.1831  0.447
63 H -3.0618 -3.9072 -0.1605  0.376
64 O 1.2335 2.0351 2.8011  -0.295
65 H 2.5691 0.0694 4.3582  0.218
66 H -3.1397 -3.6049 -1.9092  0.465
67 O 1.0759 -0.4629 2.9767  -0.118
68 C 3.1752 2.9269 3.9841  -1.248
69 H -1.9787 -1.1178 -3.5810  0.235
70 N -4.9106 0.4201 -1.2735  -0.349
71 H 0.4066 0.9629 5.2216  0.225
72 H 2.5237 -0.8576 -0.1862  0.510
73 H -0.2540 -0.6899 5.2883  0.298

Summary:
**Spin multiplicity**: 2
**ΔE to the lowest compared entry with this formula, charge and spin**: 0.000 eV
**Kohn-Sham gap (spin up / spin down)**: 7.66 / 7.65 eV
**Net charge**: +3
**LUMO energy (spin up / spin down)**: -0.3596 / -0.3602 Ha
**Expectation value of S²**: 0.754

***

# C23H51BCl2N3O16PS3

4 unconnected molecules or ions with the total composition C23H51BCl2N3O16PS3 (ωB97M-V with the def2-TZVPD basis set, the OMol25 dataset).

Last column: Mulliken charge in e.
Geometry (Å):
1 S 7.5074 -1.8969 -0.6014  1.100
2 H -0.0689 7.9609 5.2003  0.291
3 H 0.1374 3.5302 2.6907  0.313
4 H -5.4502 -3.6040 -0.5892  0.379
5 B 1.3924 -3.2897 -0.2170  0.438
6 H -1.7891 -3.0099 0.9646  -0.075
7 H -3.0559 0.0961 3.6537  0.138
8 O 1.1801 3.9420 -8.3350  -0.531
9 C -3.4402 -0.9046 3.3548  -1.355
10 Cl -0.9661 -0.2102 -3.7800  -0.432
11 H 0.0297 9.9327 3.7749  0.313
12 S 0.9051 6.8242 2.6968  1.126
13 H -0.5325 1.5207 -5.3248  -0.028
14 C -1.0643 1.3138 0.9966  0.380
15 H -2.4776 1.8838 2.5506  0.258
16 C -1.3757 1.8802 2.4439  -0.271
17 H 0.9308 0.7289 0.1561  0.346
18 C -2.5021 -3.8027 1.2398  -1.050
19 O -0.4070 6.6818 3.6315  -0.239
20 H 7.3909 -2.2452 -3.4974  0.301
21 H 0.3274 0.8232 -7.4961  0.340
22 C -0.8831 2.0676 -6.1990  0.115
23 C -3.7980 -0.7964 1.8256  0.418
24 H -0.7561 -1.3205 4.8887  0.237
25 H -4.6681 -5.1691 -0.1511  0.386
26 H -4.9044 -1.6965 0.2294  0.437
27 H -1.4397 3.7540 3.4847  0.441
28 N -2.3864 -1.5467 -1.1266  0.016
29 O 0.5716 6.3815 1.3826  -0.506
30 H -0.9332 9.1411 2.5040  0.281
31 O 2.0291 6.3199 3.4173  -0.561
32 H -1.3756 3.9975 1.7200  0.332
33 H 3.3842 -1.6436 0.4393  0.216
34 O 8.9740 -2.1252 -1.2422  -0.300
35 H 0.9525 1.4493 1.7782  0.457
36 H -2.1507 -1.9624 -2.0308  0.436
37 H 9.1058 -4.1069 -1.7646  0.287
38 H -4.4326 -0.9705 3.8595  0.672
39 C -4.5884 -2.0445 1.2416  -1.882
40 O 0.9867 8.4386 2.6976  -0.307
41 H -0.8267 1.3468 3.2431  0.167
42 O 0.0272 -1.3295 -0.7869  0.171
43 C 7.5017 -3.0744 -2.7940  -0.364
44 C 0.1171 -2.7249 -1.0548  0.133
45 C 2.9124 -3.0542 -2.1263  -0.788
46 O 7.4590 -2.5306 0.6750  -0.528
47 C -4.5078 -4.0746 -0.2421  -1.555
48 O -0.6676 2.3018 -8.5185  -0.323
49 H 2.2530 -3.7269 -2.7209  0.306
50 H -2.2961 -4.1423 2.2835  0.276
51 H 3.9456 -3.2215 -2.4775  0.158
52 P -1.1395 0.7072 -1.8925  0.185
53 H -1.9397 2.3182 -6.0707  0.279
54 H 4.7080 -2.5911 -0.3573  -0.358
55 C -1.2337 -0.7497 -0.6270  -1.038
56 N 2.7641 -3.3895 -0.6975  0.067
57 H 0.2185 -2.8592 -2.1634  0.139
58 H -2.2042 -0.5125 5.5100  0.276
59 H -3.6816 -3.9281 -0.9728  0.276
60 H 0.4735 -4.4858 0.9843  0.268
61 N -0.7476 -0.9750 1.7916  -0.023
62 H -0.8304 -0.6890 2.7597  0.000
63 H 0.7315 2.5328 0.3931  0.228
64 H -1.7822 -2.4804 3.2924  0.100
65 H 9.6651 -2.9650 -3.0105  0.321
66 O 6.6795 -2.8049 -1.6551  -0.269
67 H -1.8321 -2.2162 6.0274  0.419
68 H -0.7441 -3.3629 -0.7656  -0.169
69 C -1.5386 -0.2103 0.8617  0.184
70 O 1.0783 -3.7501 1.1087  -0.558
71 H -4.6470 -0.0545 1.8738  0.130
72 H 7.1959 -4.0008 -3.2750  0.329
73 H -5.5399 -2.0535 1.8264  0.371
74 H 2.5496 -2.0153 -2.3209  0.249
75 O -1.2016 4.6779 -8.1177  -0.547
76 S -0.1652 3.7163 -7.9177  1.119
77 H -2.4134 2.4179 -1.6597  0.346
78 O -2.6318 1.5080 -1.8750  -0.543
79 H -1.4247 0.5618 -7.6748  0.306
80 H -2.3154 -4.7195 0.6298  0.612
81 C -2.5880 -2.0558 3.9044  0.801
82 C -0.6528 1.3063 -7.4908  -0.325
83 H 3.8848 -3.2272 1.1024  0.313
84 Cl -3.6717 -3.3894 4.5732  -0.199
85 C -0.9491 3.3995 2.5469  -1.519
86 H -1.7150 8.0262 4.5256  0.311
87 H -4.5320 -4.1239 1.8936  0.701
88 C -4.0172 -3.4637 1.1569  1.080
89 O 7.1421 -0.5315 -0.7966  -0.553
90 C 8.9141 -3.1439 -2.2439  -0.395
91 O -2.9117 -0.1432 0.9482  -0.196
92 H -1.7046 1.9939 0.3860  0.324
93 C 0.4683 1.5241 0.7738  -1.859
94 C -0.1937 8.9833 3.2927  -0.361
95 H -3.1477 -0.9195 -1.3903  0.336
96 O -0.1518 3.2886 -6.3597  -0.332
97 C -1.8176 -1.5001 5.1897  -1.133
98 H 0.2438 -1.0054 1.5969  0.236
99 C 3.7310 -2.6669 0.1556  -0.153
100 C -0.6596 7.9301 4.2812  -0.343

Summary:
**Kohn-Sham gap**: 8.48 eV
**Net charge**: 0
**LUMO energy**: 0.0112 Ha

***

# C24H28BF5N8O6Ru

A molecular structure, C24H28BF5N8O6Ru (ωB97M-V with the def2-TZVPD basis set, the OMol25 dataset).

Last column: Mulliken charge in e.
Geometry (Å):
1 F -2.8882 -0.5496 1.6282  -0.277
2 C -1.1751 -1.2659 -5.2284  0.370
3 H 1.4438 1.1423 -4.1721  0.298
4 H 3.5103 -1.9942 5.7436  0.405
5 N 2.3186 2.0677 -2.5093  0.136
6 C -2.4298 -1.3954 -4.5015  0.244
7 C -0.3008 -3.0083 -3.6645  0.311
8 H -4.5294 2.0353 -1.4233  0.429
9 H -3.2241 1.8463 -2.6062  0.264
10 H 2.6133 -0.6404 0.1386  0.233
11 C 1.1839 1.7922 -1.6467  -1.090
12 C -2.5747 1.8948 -0.5728  0.553
13 C -2.5565 -2.2194 -3.4410  0.028
14 C 1.2370 0.1174 4.3916  0.425
15 O 0.9659 -0.2378 2.0486  -0.869
16 C 3.5415 1.9522 -1.7243  -0.654
17 C 1.3340 -0.5222 -2.1547  -0.970
18 F -1.1750 -1.8044 2.3066  -0.401
19 H 4.5503 -0.1687 -2.8719  0.349
20 H 4.3995 2.1551 -2.3697  0.328
21 C 2.5345 0.3605 -0.2944  -1.065
22 H 3.2207 1.2715 -4.2137  0.370
23 N -1.0140 1.3533 1.9127  0.864
24 H 1.0321 0.9025 7.6743  0.400
25 H 0.6629 -2.1720 -5.2355  0.253
26 H 2.7360 -0.8715 7.8016  0.394
27 F -3.4645 -0.6198 -4.8726  -0.397
28 C -1.3337 -2.1824 -0.8203  1.444
29 C 2.3567 1.0722 -3.5751  -0.699
30 H 0.2655 1.8547 -2.2355  0.326
31 C 2.7629 -1.2167 5.6892  -0.814
32 H 3.5181 2.6887 -0.9157  0.319
33 O -2.2169 -1.3234 -0.8598  -0.537
34 H -3.7677 2.9229 0.8535  0.441
35 B -2.5115 -1.4516 2.6660  0.384
36 N -0.3649 1.2849 3.0495  -0.716
37 H -3.4678 -2.2531 -2.8607  0.419
38 O 0.6428 -3.6619 -3.2970  -0.601
39 N -1.5303 -3.0112 -3.0182  0.144
40 C 3.6866 -0.3595 -2.2312  -0.621
41 H -0.7339 -4.1865 -1.4895  0.396
42 H 1.1535 2.5360 -0.8442  0.178
43 C 0.8199 0.7688 5.5537  -0.228
44 N -0.2393 -2.1931 -4.7711  -0.001
45 C 2.3318 -0.5814 6.8433  -0.339
46 C 0.6071 0.3817 3.0946  0.679
47 F -2.4869 -0.7574 3.8446  -0.393
48 C -2.8681 2.3408 0.7366  -1.175
49 N 2.4677 -0.2710 -3.0251  0.256
50 O -0.8924 -0.4710 -6.0917  -0.640
51 C 1.3675 0.4137 6.7715  -0.715
52 H 1.4218 -1.5320 -1.7454  0.410
53 H 0.4097 -0.4357 -2.7342  -0.333
54 N 3.6768 0.6187 -1.1509  0.177
55 C -2.5611 2.6824 3.1934  -1.443
56 H 2.5199 1.1015 0.5109  0.221
57 N 1.2757 0.4501 -1.0513  2.078
58 C -2.1208 2.1085 1.8831  1.025
59 C 2.2221 -0.8682 4.4671  -0.424
60 H -2.5142 -3.9204 -1.4012  0.362
61 F -3.3108 -2.5376 2.6945  -0.321
62 H 0.0581 1.5277 5.4889  0.451
63 C -1.5490 -3.4779 -1.6440  -1.398
64 H -2.8096 1.8471 3.8502  0.305
65 H -3.4259 3.3277 3.0756  0.440
66 H -3.4798 3.4048 -1.7952  0.395
67 H 3.7634 -1.3631 -1.8058  0.340
68 C -3.5119 2.3233 -1.6735  -1.664
69 O -0.2074 -2.0065 -0.2960  -0.679
70 O -1.5667 1.2238 -0.8856  -0.090
71 H -1.7426 3.2290 3.6587  0.323
72 H 2.5287 -1.3619 3.5595  0.454
73 Ru -0.5960 -0.1051 0.5903  0.934

Summary:
**Spin multiplicity**: 5
**ΔE to the lowest compared entry with this formula, charge and spin**: 0.455 eV
**Kohn-Sham gap (spin up / spin down)**: 7.18 / 6.42 eV
**Net charge**: 0
**LUMO energy (spin up / spin down)**: -0.0544 / -0.0972 Ha
**Expectation value of S²**: 6.044

***

The highest net charge belongs to which entry?
C20H41N6O3PSTi